(1)
Formula: C5H8N2
Source: the Open Molecules 2025 dataset
Level of theory: wB97M-V/def2-TZVPD

The geometry in XYZ format:
```
15
Properties=species:S:1:pos:R:3:forces:R:3
C -1.21472 -0.44253 0.86206 0.3626 -0.2040 0.6053
C -1.00080 0.91271 -0.94348 0.1667 0.4212 -0.9173
C -0.03641 1.72151 -0.20569 -0.0432 0.1667 0.0287
N -0.06591 0.27780 0.20087 -0.6483 -0.4343 -0.4480
C 1.20544 -0.40292 -0.15369 -0.2543 -0.0793 -0.0977
C 1.08494 -1.86067 -0.10132 -0.1467 -1.0961 0.0003
N 0.99207 -3.01125 -0.05792 0.1101 1.0488 -0.0340
H -1.83836 0.27658 1.39513 0.3437 -0.0509 0.0002
H -0.81012 -1.19930 1.52768 0.0789 -0.0255 0.4490
H -1.87362 -0.92399 0.12244 0.6196 0.1776 0.2813
H -0.57259 0.46406 -1.84198 0.1969 0.4376 -0.4032
H 0.92628 1.98057 -0.66327 0.0512 -0.1207 0.4114
H -0.32900 2.44001 0.56362 -0.1482 -0.2379 -0.1146
H 1.47147 -0.12309 -1.18275 -0.1532 -0.0386 0.1811
H 2.06134 -0.10950 0.47831 -0.5358 0.0354 0.0573
```
Forces are in eV/Å.

The orbital gap comes out at 8.17 eV. The value obtained for the energy relative to the best compared isomer or geometry (same formula, charge and spin) is 120.8 kcal/mol. As for the LUMO energy: 0.623 eV. As for the HOMO energy: -7.54 eV.

Charges per atom according to Mulliken partitioning, unit e: atom 1 (C): -0.94, atom 2 (C): -0.63, atom 3 (C): -0.27, atom 4 (N): 0.12, atom 5 (C): -0.26, atom 6 (C): 0.09, atom 7 (N): -0.37, atom 8 (H): 0.33, atom 9 (H): 0.43, atom 10 (H): 0.33, atom 11 (H): 0.18, atom 12 (H): 0.22, atom 13 (H): 0.18, atom 14 (H): 0.31, atom 15 (H): 0.27


(2)
Formula: C27H31N7O2
Source: the Open Molecules 2025 dataset
Level of theory: wB97M-V/def2-TZVPD

The geometry in XYZ format:
```
67
Properties=species:S:1:pos:R:3:forces:R:3
C -1.07450 -4.77982 1.02075 0.0641 0.0075 -0.0121
C 0.06560 -4.12706 0.85695 0.1208 -0.2319 0.0768
C 0.26867 -2.65795 1.00245 -0.2851 0.0823 -0.0377
O 1.34823 -2.21048 1.34691 0.1913 0.0159 0.0046
N -0.82863 -1.91608 0.72884 -0.2362 -0.2101 -0.0839
C -1.02787 -0.53400 0.79846 -0.3346 0.4533 0.1003
C 0.00188 0.39780 0.77790 0.0655 -0.0365 0.0329
C -0.28468 1.75574 0.79373 -0.3387 -0.2344 -0.0156
N 0.67290 2.75036 0.76900 -0.4176 0.5363 0.0710
C 2.02560 2.70085 0.63161 0.6175 0.1536 -0.0415
N 2.60458 3.91090 0.66469 -0.2063 0.2302 0.0391
C 3.92079 3.92978 0.55630 -0.0702 -0.1431 -0.0198
C 4.67797 2.78420 0.39742 -0.0872 -0.2636 -0.0568
C 3.98109 1.57115 0.34229 0.0760 0.5489 0.0966
C 4.63276 0.28958 0.18194 0.0025 -0.5076 0.0596
C 4.08587 -0.90356 0.59396 -0.0954 0.5449 0.0194
N 4.94576 -1.92016 0.34390 -0.1736 -0.3257 0.1147
C 6.07258 -1.42760 -0.25347 0.4122 0.4404 -0.2375
C 7.20473 -2.09293 -0.70232 0.0181 -0.0728 -0.0069
C 8.19280 -1.34185 -1.30203 0.0116 -0.1425 0.0116
C 8.04565 0.03659 -1.46449 0.0930 0.1693 -0.0703
C 6.92365 0.70099 -1.01848 0.0738 0.0154 -0.0242
C 5.91760 -0.02407 -0.38041 0.0206 -0.4007 0.0655
N 2.65153 1.54440 0.47234 -0.2898 -0.1004 0.0038
C -1.63086 2.18003 0.83544 0.0802 0.0310 -0.0041
O -1.82648 3.54108 0.83827 0.4283 -0.3896 -0.0075
C -3.14558 4.02505 0.85432 -0.2207 0.1393 0.0098
C -2.64828 1.24615 0.86955 0.0571 0.0618 0.0360
C -2.36326 -0.11495 0.84829 0.4705 -0.1094 0.0085
N -3.36558 -1.13340 0.87389 -0.0699 -0.0134 -0.0656
C -3.63726 -1.59365 2.22680 -0.0711 -0.0789 0.0810
C -4.58921 -0.84266 0.14456 0.0646 -0.0517 -0.2734
C -4.29521 -0.54099 -1.32752 -0.1129 0.0822 0.2000
N -5.36361 0.23603 -1.93135 0.0981 -0.0028 -0.0341
C -4.93709 0.84006 -3.17729 -0.0118 0.0060 0.0618
C -6.56666 -0.54771 -2.12380 0.0475 0.0918 0.0774
H -1.12096 -5.85369 0.94495 0.0539 -0.1561 -0.0256
H -2.00519 -4.28905 1.25716 -0.1631 0.1575 0.0415
H 0.98499 -4.66713 0.67622 0.0569 -0.0342 -0.0271
H -1.69327 -2.39731 0.50601 0.1520 -0.0027 -0.0481
H 1.03032 0.08507 0.73593 -0.0916 -0.0378 -0.0069
H 0.30918 3.69209 0.83945 0.1373 -0.1349 -0.0151
H 4.37863 4.91091 0.60264 0.1027 0.0063 -0.0058
H 5.75141 2.82318 0.34894 0.1081 0.0042 -0.0073
H 3.13771 -1.08071 1.06109 -0.1624 -0.0632 0.0781
H 4.77456 -2.88487 0.57218 -0.0055 0.1173 -0.0157
H 7.30147 -3.16311 -0.58957 0.0340 -0.0980 0.0008
H 9.08901 -1.82472 -1.66259 0.0560 -0.0532 -0.0199
H 8.83133 0.59136 -1.95665 0.0456 0.0527 -0.0366
H 6.82729 1.76308 -1.18196 0.0008 0.0846 -0.0021
H -3.06029 5.11036 0.82514 -0.0685 -0.0738 0.0030
H -3.67170 3.72999 1.76828 0.0215 -0.0143 -0.0455
H -3.71168 3.68292 -0.01825 0.0234 -0.0109 0.0368
H -3.67694 1.56400 0.90438 -0.1357 0.0675 -0.0191
H -2.69627 -1.78513 2.73977 0.0013 -0.0381 0.0528
H -4.21441 -2.51898 2.18299 -0.0177 -0.0242 0.0548
H -4.20654 -0.85914 2.81339 0.0215 0.0281 0.0000
H -5.15041 0.00346 0.57094 0.0111 -0.0313 0.0162
H -5.22091 -1.73150 0.23035 -0.0300 0.0892 0.0457
H -3.38199 0.05609 -1.37745 -0.0470 -0.0690 -0.0504
H -4.10908 -1.48361 -1.87210 0.0215 0.0356 -0.0004
H -5.74437 1.46024 -3.56449 0.0098 0.0358 -0.0812
H -4.07068 1.47323 -2.99172 0.0405 0.0350 -0.0563
H -4.66935 0.09585 -3.94344 0.0059 -0.0211 -0.0428
H -6.40700 -1.40909 -2.79213 0.0095 -0.0372 -0.0245
H -6.92202 -0.91322 -1.16295 -0.1035 -0.0698 0.0222
H -7.33829 0.08763 -2.55593 -0.0806 -0.0393 -0.0010
```
Forces are in eV/Å.

The orbital gap comes out at 7.89 eV. The value obtained for the energy relative to the best compared isomer or geometry (same formula, charge and spin) is 0.0 kcal/mol. As for the LUMO energy: 0.627 eV. As for the HOMO energy: -7.26 eV. Its structure (SMILES) is C=CC(=O)Nc1cc(Nc2nccc(-c3c[nH]c4ccccc34)n2)c(OC)cc1N(C)CCN(C)C.

Charges per atom according to Mulliken partitioning, unit e: atom 1 (C): -0.72, atom 2 (C): -0.47, atom 3 (C): 0.78, atom 4 (O): -0.64, atom 5 (N): -0.11, atom 6 (C): -0.36, atom 7 (C): -0.65, atom 8 (C): -0.19, atom 9 (N): -0.04, atom 10 (C): 0.31, atom 11 (N): -0.74, atom 12 (C): -0.41, atom 13 (C): -1.01, atom 14 (C): 0.34, atom 15 (C): 1.50, atom 16 (C): -1.32, atom 17 (N): 0.10, atom 18 (C): -0.31, atom 19 (C): -0.89, atom 20 (C): -0.43, atom 21 (C): -0.85, atom 22 (C): -0.42, atom 23 (C): 0.74, atom 24 (N): -0.32, atom 25 (C): 0.86, atom 26 (O): -0.54, atom 27 (C): -0.86, atom 28 (C): 0.08, atom 29 (C): -0.23, atom 30 (N): 0.36, atom 31 (C): -1.24, atom 32 (C): -0.95, atom 33 (C): -0.66, atom 34 (N): 0.01, atom 35 (C): -1.04, atom 36 (C): -0.97, atom 37 (H): 0.28, atom 38 (H): 0.22, atom 39 (H): 0.32, atom 40 (H): 0.23, atom 41 (H): 0.65, atom 42 (H): 0.29, atom 43 (H): 0.42, atom 44 (H): 0.45, atom 45 (H): 0.77, atom 46 (H): 0.20, atom 47 (H): 0.36, atom 48 (H): 0.38, atom 49 (H): 0.38, atom 50 (H): 0.42, atom 51 (H): 0.27, atom 52 (H): 0.32, atom 53 (H): 0.31, atom 54 (H): 0.33, atom 55 (H): 0.34, atom 56 (H): 0.39, atom 57 (H): 0.35, atom 58 (H): 0.24, atom 59 (H): 0.52, atom 60 (H): 0.56, atom 61 (H): 0.27, atom 62 (H): 0.39, atom 63 (H): 0.28, atom 64 (H): 0.35, atom 65 (H): 0.35, atom 66 (H): 0.29, atom 67 (H): 0.37


(3)
Formula: C4H13NOS
Source: the Open Molecules 2025 dataset
Level of theory: wB97M-V/def2-TZVPD

The geometry in XYZ format:
```
20
Properties=species:S:1:pos:R:3:forces:R:3
C -0.61916 -2.50410 1.17518 -0.5181 -0.1803 -1.1665
N -0.05604 -1.47678 0.28178 -0.3915 0.4010 0.7323
C -0.21671 -0.09253 0.75907 0.1420 -0.2524 0.7893
C -1.65418 0.43719 0.50724 2.0564 0.9056 1.0703
C 0.88669 0.73394 0.11714 -0.5643 0.0315 -1.1722
S 0.74489 2.49676 0.55350 0.0657 -0.0314 0.1785
H -1.69459 -2.40210 1.39214 0.1327 0.3946 0.2619
H -0.58789 -3.39147 0.54918 0.2254 -0.5072 0.3552
H -0.07742 -2.66929 2.09926 0.2759 0.2133 -0.0225
H -0.64110 -1.51128 -0.54657 0.3775 -0.2503 -0.3063
H 0.03334 -0.06766 1.83297 -0.4735 -0.2796 -0.0682
H -1.76526 1.28849 1.18501 -0.4616 -0.0682 -0.0797
H -1.66856 0.87766 -0.48982 -0.6170 -0.5168 -0.2289
H -2.33813 -0.34434 0.79576 -0.5551 -0.0519 -0.4695
H 1.86047 0.30825 0.34273 -0.0080 0.0905 0.1453
H 0.71288 0.63463 -0.96350 0.2918 0.1631 0.0796
H 1.35949 3.00847 -0.51782 0.0663 -0.0739 -0.0234
O 0.38330 -1.79310 -3.14739 -0.8671 -0.8903 0.2958
H -0.44973 -1.33372 -3.03185 -0.2830 -0.0422 -0.0133
H 0.97453 -1.10435 -3.37890 1.1053 0.9450 -0.3577
```
Forces are in eV/Å.

The orbital gap comes out at 9.61 eV. The value obtained for the energy relative to the best compared isomer or geometry (same formula, charge and spin) is 24.4 kcal/mol. As for the LUMO energy: 0.584 eV. As for the HOMO energy: -9.03 eV. Its structure (SMILES) is CN[C@H](C)CS.O.

Charges per atom according to Mulliken partitioning, unit e: atom 1 (C): -0.90, atom 2 (N): -0.29, atom 3 (C): 0.08, atom 4 (C): -1.33, atom 5 (C): -0.68, atom 6 (S): -0.24, atom 7 (H): 0.31, atom 8 (H): 0.33, atom 9 (H): 0.30, atom 10 (H): 0.18, atom 11 (H): 0.33, atom 12 (H): 0.40, atom 13 (H): 0.33, atom 14 (H): 0.41, atom 15 (H): 0.44, atom 16 (H): 0.22, atom 17 (H): 0.12, atom 18 (O): -0.62, atom 19 (H): 0.32, atom 20 (H): 0.30


(4)
Formula: C5H6O2
Source: the Open Molecules 2025 dataset
Level of theory: wB97M-V/def2-TZVPD

The geometry in XYZ format:
```
13
Properties=species:S:1:pos:R:3:forces:R:3
C 2.46666 -0.88799 -0.01618 -0.4390 0.1878 -0.1338
C 1.39233 -0.43733 -0.32058 0.4951 -0.2254 0.1384
C 0.04886 0.11067 -0.53242 -0.0313 -0.0393 0.0431
C 0.04082 1.51503 0.05964 -0.2313 0.1982 0.3380
O -0.69992 1.87080 0.94628 0.3663 -0.1704 -0.4009
C -1.01083 -0.80324 0.11508 0.2379 -0.2237 -0.0028
O -2.29258 -0.23738 0.09155 -0.0671 0.1680 0.1067
H 3.41489 -1.29420 0.26007 -0.1420 0.0712 -0.1018
H -0.15664 0.21498 -1.60827 0.0531 0.0004 0.1414
H 0.78669 2.21174 -0.37137 -0.0743 -0.0684 0.0516
H -0.67997 -1.04701 1.13480 -0.0879 0.0715 -0.1188
H -1.05657 -1.73774 -0.45123 0.0433 0.1034 0.0946
H -2.25375 0.52167 0.69264 -0.1228 -0.0733 -0.1556
```
Forces are in eV/Å.

The orbital gap comes out at 10.82 eV. The value obtained for the energy relative to the best compared isomer or geometry (same formula, charge and spin) is 54.9 kcal/mol. As for the LUMO energy: 0.757 eV. As for the HOMO energy: -10.07 eV. Its structure (SMILES) is C#C[C@H](C=O)CO.

Charges per atom according to Mulliken partitioning, unit e: atom 1 (C): 0.23, atom 2 (C): -0.91, atom 3 (C): 0.43, atom 4 (C): -0.04, atom 5 (O): -0.50, atom 6 (C): -0.77, atom 7 (O): -0.54, atom 8 (H): 0.42, atom 9 (H): 0.27, atom 10 (H): 0.34, atom 11 (H): 0.33, atom 12 (H): 0.38, atom 13 (H): 0.35


Q: What is the energy relative to the best compared isomer or geometry (same formula, charge and spin) in the first record?
A: 120.8 kcal/mol